(1)
Computed, not measured: C15H19CeClO as an isolated structure at a distorted geometry, with ωB97M-V with the def2-TZVPD basis set.

Output
Orbital gap (alpha / beta)   5.9 / 5.9 eV
Spin multiplicity   1
Energy   -43342.07248 eV
Net charge   +2

Positions of all 37 atoms, in Å:
C 0.23843 0.87944 -4.22964
C 1.61176 1.38935 -4.21752
C -0.00427 -0.52670 -4.56192
C -0.87951 1.82592 -4.25163
Cl 0.10623 0.39514 -0.86949
H -0.01630 -0.67588 -5.65988
H -0.97852 -0.89094 -4.19232
H 0.77738 -1.19991 -4.16951
H 1.94472 1.64932 -5.24191
H 2.33879 0.65110 -3.83639
H 1.72059 2.30925 -3.61740
H -1.07736 2.17758 -5.28372
H -0.68503 2.73138 -3.65106
H -1.82374 1.38067 -3.89293
C 1.58727 -0.82729 3.51219
C 1.03455 -2.03637 2.82383
C 1.47768 -2.02447 1.49948
H 0.35749 -2.72893 3.34590
C 2.37759 -0.85389 1.30928
C 2.46443 -0.14995 2.51765
H 3.06598 0.74456 2.75532
H 1.76021 -0.67651 4.59889
H 1.19040 -2.73487 0.71440
H 2.83007 -0.57866 0.34669
C -2.03920 1.01357 3.01099
C -1.77514 -0.39918 3.48390
C -2.08593 -1.28007 2.36535
H -1.74520 -0.77088 4.53715
C -2.43325 -0.47949 1.25813
C -2.36652 0.95001 1.65878
H -2.49629 1.80319 0.98471
H -1.82488 1.88827 3.65100
H -2.07827 -2.37831 2.43435
H -2.67344 -0.82738 0.24463
Ce 0.02159 0.04659 1.49489
O -0.00818 0.11447 5.17748
C 0.08587 0.08989 3.95032

Cartesian forces, eV/Å:
0.078 0.308 -2.110
0.719 0.093 1.292
-0.186 -0.971 1.096
-0.675 0.344 1.268
0.080 0.495 -2.918
0.069 0.407 0.188
0.284 0.311 -0.276
-0.150 0.387 -0.280
-0.412 -0.166 0.084
-0.360 0.151 -0.330
-0.201 -0.260 -0.375
0.329 -0.294 0.096
0.111 -0.317 -0.374
0.394 0.017 -0.316
1.488 -1.179 -1.246
0.478 1.111 1.058
1.108 0.721 -0.439
0.529 0.233 -0.540
0.325 -1.414 0.444
-0.426 -0.929 -0.059
-0.435 -0.579 -0.330
0.406 -0.759 -1.208
0.284 0.293 0.391
-0.083 -0.241 0.634
-0.088 -1.469 0.180
-1.734 -0.126 -0.853
-0.293 0.909 0.521
-0.594 0.526 -1.465
-0.213 0.554 -0.112
-0.760 -0.938 0.468
-0.109 -0.381 0.291
-0.336 -0.511 -0.584
-0.028 0.705 -0.177
-0.050 0.163 0.638
0.197 0.808 4.327
0.560 0.900 -5.093
-0.307 1.097 6.108

---

(2)
Computed, not measured: C4H16N7O as an isolated structure at a distorted geometry, with ωB97M-V with the def2-TZVPD basis set.

Output
Orbital gap   10.5 eV
Spin multiplicity   1
Energy   -16879.07301 eV
Net charge   +1

Positions of all 28 atoms, in Å:
C -1.90883 0.25227 -0.10409
C 1.04532 0.84891 0.59894
C -0.55124 -0.56409 -0.70052
C 0.71732 -0.59155 0.23099
N -2.26389 0.18487 1.17603
N 1.29367 1.64600 -0.59891
N 0.17327 1.51025 1.52669
N -0.76798 -1.93562 -1.07909
N 0.23070 -1.20420 1.43755
N 1.79057 -1.17640 -0.48207
N -0.33754 0.24510 -1.93167
O -2.36815 1.11198 -0.90614
H 1.95185 0.88362 1.29456
H -1.58111 -0.30618 1.81012
H -3.01472 0.73093 1.39710
H 2.24967 1.34150 -0.97785
H 1.05984 2.62127 -0.48074
H -0.68708 1.86757 1.16820
H 0.61198 2.45955 1.86500
H -1.57367 -2.14038 -1.63020
H -0.49345 -2.48017 -0.32706
H 0.28674 -2.29413 1.47264
H 0.79857 -1.04922 2.26123
H 1.45991 -2.03948 -0.92554
H 2.59225 -1.26360 0.14589
H -1.20419 0.85023 -2.11939
H 0.56698 0.87324 -1.38010
H -0.07680 -0.38226 -2.74156

Cartesian forces, eV/Å:
1.439 1.931 -1.492
2.188 1.631 2.863
-2.270 -0.048 -0.817
-2.148 1.168 0.108
3.075 -3.025 -1.138
2.111 -2.244 -0.946
0.545 3.053 1.304
0.621 2.104 -0.894
0.104 -3.789 1.655
0.372 0.023 -0.125
0.792 -0.948 -0.793
-0.023 -1.939 1.625
-0.318 -0.783 -1.397
-1.297 0.596 -0.657
-2.231 1.550 1.294
-1.591 1.546 0.589
0.542 0.098 -0.232
-0.799 -0.286 -0.585
-0.522 -2.652 -0.631
-0.533 -0.416 0.217
-0.508 -1.992 1.107
-0.301 2.369 -0.785
0.244 0.892 0.035
0.777 0.276 0.247
-0.172 -0.474 -0.536
1.059 -0.922 0.489
-0.854 1.254 -1.789
-0.301 1.029 1.284

---

(3)
Computed, not measured: C6H13BNO3Tl as an isolated structure at a distorted geometry, with ωB97M-V with the def2-TZVPD basis set.

Output
Orbital gap   4.8 eV
Spin multiplicity   1
Energy   -19415.77458 eV
Net charge   +2

Positions of all 25 atoms, in Å:
C 3.22406 -0.96544 1.06699
B 2.12554 -0.08193 0.05434
O 2.16260 -0.32039 -1.28612
C 0.91068 0.05618 -1.87012
C -0.04857 0.33247 -0.66198
N -1.27500 -0.36374 -0.73149
C -1.11846 -1.81577 -0.42092
C -2.40232 0.14472 -0.03121
C -2.32056 1.37612 0.87595
O -3.44996 -0.41982 -0.13725
O 0.80362 -0.06056 0.47296
H 3.19745 -1.92403 0.54582
H 2.70682 -0.94606 2.02245
H 4.20996 -0.51854 1.08988
H 2.54981 1.07282 0.34870
H 1.11144 1.01872 -2.34772
H 0.59195 -0.63707 -2.64608
H -0.16486 1.41176 -0.58090
H -0.20820 -2.18838 -0.88879
H -1.10296 -1.98518 0.65567
H -1.96949 -2.34554 -0.83413
H -1.42559 1.34149 1.50514
H -2.27388 2.24552 0.20644
H -3.22384 1.36849 1.48334
Tl -2.61024 4.20416 2.10903

Cartesian forces, eV/Å:
0.873 0.547 0.727
-2.851 -1.845 -1.483
1.028 1.008 -0.337
-0.114 0.491 0.085
0.402 -0.748 -0.844
0.478 0.118 1.427
-0.394 -0.102 -0.694
-0.550 -0.158 -0.193
0.685 -0.141 -0.575
-0.093 -0.129 0.131
0.189 1.593 0.898
-0.194 0.198 -0.309
-0.020 0.109 -0.029
0.032 -0.047 0.023
1.119 -0.777 0.795
0.012 -0.191 -0.286
-0.054 -0.247 0.306
-0.391 -0.092 0.161
-0.033 -0.020 0.037
0.175 0.033 -0.012
0.035 -0.050 -0.066
-0.042 0.066 0.007
-0.062 0.044 0.126
-0.043 0.000 -0.119
-0.187 0.340 0.224

---

(4)
Computed, not measured: one molecule with the formula C5H9N2O3PS2 at a distorted geometry, with ωB97M-V with the def2-TZVPD basis set.

Output
Orbital gap   9.2 eV
Spin multiplicity   1
Energy   -45415.82212 eV
SMILES string   CC1(C)NC(=S)N(P(O)(O)=S)C1=O
Net charge   0
Energy relative to the best compared isomer or geometry (same formula, charge and spin)   0.000 eV

Positions of all 22 atoms, in Å:
C 0.51330 1.90196 -0.34070
C 0.36822 0.29275 -0.20297
C 0.61716 -0.40771 -1.54168
N 1.18350 -0.35897 0.78727
C 0.48422 -0.95757 1.70864
S 0.83948 -2.04882 2.81591
N -0.88150 -0.64004 1.48230
P -2.11153 -1.25528 2.66972
O -3.17665 -0.08610 2.41727
O -1.65163 -0.81814 4.08195
S -2.60600 -3.08895 2.36441
C -1.01245 0.03606 0.27657
O -2.01293 0.27262 -0.29663
H 1.49908 2.25773 -0.57424
H 0.03263 2.21986 0.56374
H -0.17103 2.08061 -1.15358
H 1.65034 -0.24057 -1.68869
H 0.08505 0.12511 -2.29032
H 0.32673 -1.44369 -1.54345
H 2.07088 -0.58226 0.52155
H -3.66415 -0.29821 1.60903
H -0.89868 -1.20748 4.42861

Cartesian forces, eV/Å:
-1.076 -3.060 0.056
0.741 1.383 -1.307
-0.559 0.852 0.940
-1.364 2.106 -0.480
-2.759 -0.233 -0.163
1.610 -1.354 1.667
0.402 -0.268 1.582
-0.139 -0.181 -2.136
0.154 -0.707 0.136
-2.276 2.095 -0.342
0.021 0.852 -0.002
0.815 -1.168 1.502
-2.229 0.781 -1.134
0.405 0.090 0.269
0.367 1.035 0.490
-0.147 0.549 -0.322
1.282 -0.343 -0.697
-0.521 0.273 -0.823
0.096 -0.434 0.081
2.840 -0.935 -0.146
-0.160 0.186 -0.087
2.496 -1.519 0.914